1.
{"formula": "C53H47N10S6SnTe", "method": "wB97M-V/def2-TZVPD", "e_tot_ha": -5466.638393, "spin_multiplicity": 1, "total_charge": -1, "homo_lumo_gap_ev": 4.934, "lumo_ev": 1.596, "species": ["Sn", "C", "C", "N", "N", "C", "N", "S", "C", "C", "C", "C", "C", "N", "H", "H", "H", "H", "H", "H", "H", "H", "H", "N", "S", "N", "S", "N", "S", "N", "C", "C", "C", "C", "C", "C", "C", "C", "C", "C", "C", "C", "C", "C", "C", "C", "C", "C", "C", "C", "C", "C", "C", "C", "C", "C", "C", "C", "C", "C", "C", "C", "C", "C", "C", "C", "H", "H", "H", "H", "H", "H", "H", "H", "H", "H", "H", "H", "H", "H", "H", "H", "H", "H", "H", "H", "H", "H", "H", "H", "H", "H", "H", "H", "H", "H", "Te", "C", "C", "C", "C", "S", "H", "H", "H", "C", "C", "C", "C", "N", "C", "S", "N", "H", "H", "H", "H", "H"], "xyz": [[-0.6198, 1.8846, -1.0484], [-4.8744, 4.8109, 1.0381], [-3.4977, 4.2186, 0.8993], [-3.1364, 3.5063, -0.0966], [-4.0127, 3.3311, -1.1124], [-3.9353, 2.2225, -1.7821], [-4.7507, 2.1251, -2.8850], [-3.0366, 0.7640, -1.3766], [-2.5019, 4.3729, 1.9915], [-2.9071, 4.5996, 3.3080], [-1.9521, 4.5819, 4.3140], [-0.6214, 4.3904, 3.9796], [-0.3022, 4.2404, 2.6342], [-1.2141, 4.2196, 1.6731], [-5.3424, 4.8379, 0.0566], [-5.4984, 4.2059, 1.6976], [-4.8225, 5.8217, 1.4495], [-4.9343, 3.0076, -3.3370], [-4.4820, 1.3805, -3.5059], [-3.9501, 4.7715, 3.5434], [-2.2454, 4.7119, 5.3491], [0.1476, 4.3712, 4.7410], [0.7300, 4.1342, 2.3026], [-0.7146, 0.5258, 1.3535], [-1.4867, -0.6889, 1.5418], [-1.6213, -1.8777, 0.3825], [-0.6974, -2.9306, -0.2137], [0.6921, -2.6962, -0.8238], [1.1868, -1.1380, -1.2240], [0.1073, -0.2011, -1.4340], [2.4240, -0.9749, 0.0708], [2.3916, 0.0750, 0.9605], [3.2775, 0.0603, 2.0358], [4.1642, -0.9853, 2.2059], [4.1957, -2.0380, 1.2902], [3.3272, -2.0342, 0.2157], [2.1672, -1.4802, -2.6729], [2.1196, -2.6972, -3.3353], [2.8808, -2.8614, -4.4838], [3.6680, -1.8150, -4.9488], [3.6725, -0.5888, -4.2937], [2.9152, -0.4115, -3.1468], [-1.7332, -3.6888, -1.4428], [-2.9014, -3.0593, -1.8379], [-3.7049, -3.6896, -2.7781], [-3.3355, -4.9198, -3.3027], [-2.1424, -5.5221, -2.9149], [-1.3309, -4.9042, -1.9795], [-0.4319, -4.2511, 0.9504], [-1.5004, -5.0660, 1.2978], [-1.3256, -6.0211, 2.2837], [-0.0969, -6.1435, 2.9213], [0.9588, -5.3138, 2.5728], [0.7968, -4.3621, 1.5770], [-3.2468, -0.5631, 1.8889], [-4.1403, -1.6012, 1.6589], [-5.4811, -1.4197, 1.9641], [-5.9132, -0.2127, 2.4947], [-5.0074, 0.8153, 2.7206], [-3.6656, 0.6404, 2.4249], [-0.9419, -1.5999, 3.0207], [-1.6697, -2.6113, 3.6336], [-1.1906, -3.1827, 4.8031], [0.0012, -2.7366, 5.3615], [0.7175, -1.7180, 4.7462], [0.2422, -1.1473, 3.5753], [1.6865, 0.8824, 0.8236], [3.2666, 0.8870, 2.7353], [4.8462, -0.9894, 3.0482], [4.8874, -2.8612, 1.4222], [3.3192, -2.8488, -0.4982], [1.5000, -3.4962, -2.9465], [2.8665, -3.8086, -5.0082], [4.2818, -1.9564, -5.8310], [4.2691, 0.2337, -4.6663], [2.8993, 0.5479, -2.6237], [-3.1563, -2.0890, -1.4212], [-4.6192, -3.2092, -3.1014], [-3.9760, -5.4124, -4.0235], [-1.8447, -6.4707, -3.3435], [-0.3952, -5.3531, -1.6633], [-2.4542, -4.9448, 0.7960], [-2.1502, -6.6627, 2.5668], [0.0339, -6.8866, 3.6989], [1.9082, -5.4012, 3.0856], [1.6017, -3.6965, 1.2832], [-3.7921, -2.5206, 1.2089], [-6.1884, -2.2180, 1.7757], [-6.9631, -0.0707, 2.7213], [-5.3523, 1.7598, 3.1157], [-2.9328, 1.4278, 2.5651], [-2.6064, -2.9458, 3.2068], [-1.7497, -3.9786, 5.2806], [0.3637, -3.1804, 6.2811], [1.6394, -1.3603, 5.1885], [0.7590, -0.3345, 3.0831], [-1.0731, 2.0231, -3.9611], [0.0975, 3.4806, -4.9464], [1.3334, 3.9701, -4.6332], [1.7937, 4.9767, -5.5344], [0.9071, 5.2405, -6.5321], [-0.4996, 4.2616, -6.3701], [1.8962, 3.6370, -3.7684], [2.7480, 5.4789, -5.4275], [0.9906, 5.9499, -7.3437], [7.2317, 4.7286, -2.3951], [6.3875, 3.9934, -1.3885], [6.9224, 3.5110, -0.1967], [6.0355, 2.8306, 0.6207], [4.7556, 2.6591, 0.3359], [4.2932, 3.1633, -0.8437], [2.6414, 2.9668, -1.2694], [5.1130, 3.8265, -1.7105], [8.2816, 4.7651, -2.1012], [6.8579, 5.7473, -2.5108], [7.1415, 4.2347, -3.3634], [7.9632, 3.6506, 0.0648], [6.3669, 2.3880, 1.5613]], "atomic_forces_ev_per_a": [[0.0, 0.5, 0.2], [0.2, 0.2, 0.0], [-0.2, 0.0, -0.2], [0.5, -0.6, 0.2], [-0.3, 0.2, -0.4], [-0.1, 0.1, 0.4], [-0.1, -0.2, 0.1], [0.0, 0.1, 0.0], [0.1, -0.1, 0.0], [0.0, 0.0, 0.0], [0.0, 0.0, 0.0], [0.0, 0.0, 0.1], [0.0, 0.0, -0.1], [0.1, 0.0, -0.1], [0.0, 0.0, 0.0], [-0.1, 0.0, 0.0], [0.0, 0.0, 0.0], [0.0, 0.0, 0.0], [0.1, 0.1, -0.1], [0.0, -0.1, 0.0], [0.0, 0.0, 0.0], [0.0, 0.0, 0.0], [-0.1, 0.0, 0.1], [-0.4, -0.3, 0.1], [0.6, 0.3, 0.4], [-0.1, -0.2, 0.1], [-0.1, 0.3, -0.1], [0.2, 0.1, 0.2], [-0.7, -0.2, -0.2], [0.4, 0.3, 0.2], [0.2, -0.4, 0.0], [-0.1, 0.2, -0.2], [0.1, 0.1, 0.0], [0.0, 0.0, 0.0], [0.0, 0.0, -0.1], [-0.1, 0.2, 0.0], [0.1, -0.2, 0.1], [0.0, 0.0, 0.1], [0.0, 0.1, 0.0], [0.0, 0.0, 0.0], [0.0, -0.1, 0.0], [0.0, 0.2, 0.2], [-0.2, 0.0, 0.0], [0.0, 0.1, 0.1], [0.0, 0.0, -0.1], [0.0, 0.0, 0.0], [0.0, 0.0, 0.0], [0.1, 0.0, 0.0], [0.1, -0.1, 0.1], [-0.1, 0.1, -0.1], [0.0, 0.0, 0.0], [0.0, 0.0, 0.0], [0.0, 0.0, 0.1], [0.1, 0.2, -0.1], [-0.1, -0.2, -0.2], [0.0, 0.1, -0.1], [0.1, -0.1, 0.0], [0.0, 0.1, 0.0], [-0.1, 0.0, 0.0], [0.2, 0.1, -0.1], [-0.1, -0.1, 0.0], [0.0, -0.1, -0.1], [0.0, 0.0, 0.0], [0.0, 0.0, 0.0], [0.0, -0.1, 0.1], [0.1, 0.1, -0.1], [0.0, 0.1, 0.0], [0.0, 0.0, -0.1], [0.0, 0.0, 0.0], [0.0, 0.0, 0.0], [0.1, 0.0, 0.0], [0.1, 0.0, -0.1], [0.0, 0.0, 0.0], [-0.1, 0.0, 0.0], [0.0, 0.0, 0.0], [0.0, 0.0, -0.1], [0.0, -0.1, -0.1], [0.0, 0.0, 0.0], [0.0, 0.0, 0.0], [0.0, 0.0, 0.0], [-0.1, 0.0, 0.0], [0.0, -0.1, 0.0], [0.0, 0.0, 0.0], [0.0, 0.0, 0.0], [0.0, 0.0, 0.0], [0.0, -0.1, 0.1], [0.0, 0.0, 0.0], [0.0, 0.0, 0.0], [0.0, 0.0, 0.0], [0.0, 0.1, 0.0], [-0.1, 0.1, 0.0], [0.0, 0.0, 0.0], [0.0, 0.0, 0.0], [0.0, 0.0, 0.0], [0.0, 0.0, -0.1], [0.0, 0.0, 0.0], [-0.1, -0.1, -0.6], [0.0, 0.1, 0.0], [0.1, 0.0, 0.0], [0.0, 0.0, 0.0], [-0.1, 0.0, -0.1], [0.1, 0.0, 0.1], [0.0, 0.0, 0.0], [-0.1, 0.0, 0.0], [0.0, -0.1, 0.1], [-0.1, 0.0, 0.0], [-0.2, 0.0, 0.0], [0.1, 0.0, 0.0], [-0.2, 0.0, 0.0], [0.0, -0.1, 0.0], [0.3, 0.1, -0.1], [0.1, -0.2, 0.2], [0.0, -0.1, 0.1], [0.0, 0.0, 0.0], [0.0, 0.0, 0.0], [0.0, 0.0, 0.0], [0.0, 0.0, 0.0], [0.0, 0.1, 0.0]], "mulliken_charge": [0.7278, -1.6464, 0.2500, 0.7755, -1.1815, 0.3286, -0.4032, -0.3639, 0.5516, -0.4931, -0.4935, -0.6137, -0.2790, -0.1554, 0.4584, 0.2220, 0.4092, 0.2560, 0.2605, 0.3467, 0.3885, 0.4187, 0.4639, -0.5980, 1.8302, 0.9151, 0.7034, -0.3556, 1.0737, -0.0154, 1.0242, -0.5081, -0.3631, -0.6720, -0.6337, -1.1872, 0.1438, -0.1450, -0.7373, -0.5081, -0.7331, -0.1130, 0.0682, 0.0553, -0.9959, -0.5302, -0.9353, -0.3651, 0.2765, -0.6394, -0.7597, -0.5667, -0.6396, -0.0264, 0.6149, -0.3717, -0.8845, -0.8451, -0.4157, -0.8480, 0.2747, -0.2737, -0.8109, -0.6673, -0.7608, -0.6400, 0.4242, 0.5446, 0.4471, 0.4688, 0.3416, 0.4172, 0.4153, 0.3698, 0.4855, 0.1240, 0.1485, 0.4975, 0.4037, 0.4227, 0.5042, 0.3965, 0.4002, 0.4043, 0.4603, 0.1615, 0.1821, 0.4395, 0.3908, 0.4787, 0.5028, 0.3667, 0.4385, 0.3966, 0.4610, 0.4372, -0.0574, -0.2113, -0.0466, -0.7689, -0.3508, -0.1888, 0.4494, 0.3761, 0.3456, -1.1848, 0.9592, -0.8946, -0.0615, -0.3007, -0.2488, -0.4456, -0.5077, 0.3332, 0.2621, 0.2717, 0.3051, 0.3716]}

2.
{"formula": "C53H47NO5P2SiTeY", "method": "wB97M-V/def2-TZVPD", "e_tot_ha": -3757.487444, "spin_multiplicity": 1, "total_charge": -1, "homo_lumo_gap_ev": 5.460, "lumo_ev": 1.934, "species": ["Y", "O", "C", "O", "C", "C", "C", "C", "C", "N", "C", "O", "O", "H", "H", "H", "O", "C", "C", "C", "C", "C", "C", "P", "C", "C", "C", "C", "C", "C", "C", "C", "C", "C", "C", "C", "C", "C", "C", "C", "C", "C", "P", "C", "C", "C", "C", "C", "C", "C", "C", "C", "C", "C", "C", "H", "H", "H", "H", "H", "H", "H", "H", "H", "H", "H", "H", "H", "H", "H", "H", "H", "H", "H", "H", "H", "H", "H", "H", "H", "H", "H", "H", "C", "Si", "C", "C", "C", "H", "H", "H", "H", "H", "H", "H", "H", "H", "H", "H", "Te", "C", "C", "C", "C", "C", "C", "H", "H", "H", "H", "H"], "xyz": [[1.0361, -0.0753, -0.3939], [3.5155, -3.5562, -0.5039], [2.9324, -2.5436, -0.1893], [1.7048, -2.1612, -0.5783], [3.6123, -1.5106, 0.7086], [4.8706, -1.6524, 1.3144], [5.3772, -0.6268, 2.1152], [4.5965, 0.5102, 2.2735], [3.3110, 0.6160, 1.6675], [2.9194, -0.3479, 0.8202], [2.3258, 1.7334, 1.8924], [2.6482, 2.6935, 2.5985], [1.1611, 1.5030, 1.3849], [5.3357, -2.5965, 1.0386], [6.3510, -0.7924, 2.5398], [4.7940, 1.3963, 2.8966], [-3.2193, -1.1441, 0.8428], [-3.6431, -2.1472, -0.0217], [-4.6712, -3.0610, 0.2655], [-5.1481, -3.9428, -0.6566], [-4.5515, -4.0105, -1.9073], [-3.3919, -3.1994, -2.1756], [-2.9151, -2.2751, -1.2434], [-1.6307, -1.1299, -1.7691], [-2.6809, -0.0386, -2.7913], [-3.0529, 1.2002, -2.2402], [-3.4857, 2.2312, -3.0596], [-3.6677, 1.9782, -4.4098], [-3.3990, 0.7413, -4.9873], [-3.0214, -0.2560, -4.1207], [-0.6370, -2.2314, -2.7812], [-0.3460, -3.4839, -2.2855], [0.5220, -4.3118, -3.0168], [0.9177, -3.9639, -4.2724], [0.6083, -2.7018, -4.7482], [-0.1880, -1.8560, -4.0199], [-3.4936, -1.3244, 2.1829], [-4.8229, -1.1118, 2.6258], [-5.1614, -1.4319, 3.9280], [-4.1477, -1.8178, 4.8146], [-2.7899, -1.8366, 4.4079], [-2.4247, -1.5562, 3.0820], [-0.7604, -0.9265, 2.8761], [0.3043, -1.7464, 3.9820], [0.1349, -3.1412, 4.1990], [0.8568, -3.7700, 5.1834], [1.7205, -3.0717, 6.0278], [1.8882, -1.7329, 5.8514], [1.1986, -1.0741, 4.8421], [-1.0279, 0.7260, 3.6629], [-1.2159, 0.9034, 5.0487], [-1.9291, 2.0296, 5.5200], [-2.3485, 3.0304, 4.6635], [-1.9947, 2.8789, 3.3362], [-1.3320, 1.7920, 2.7944], [-5.0986, -3.0283, 1.2709], [-5.9795, -4.5987, -0.3746], [-4.8356, -4.8120, -2.6154], [-2.9404, -3.3257, -3.1518], [-2.9093, 1.3293, -1.1428], [-3.7739, 3.1951, -2.6499], [-4.0612, 2.7650, -5.0534], [-3.4775, 0.4945, -6.0297], [-3.0113, -1.2803, -4.5014], [-0.8078, -3.7858, -1.3648], [0.9032, -5.1992, -2.5507], [1.5429, -4.6318, -4.9321], [0.9256, -2.4600, -5.7312], [-0.4898, -0.8942, -4.4155], [-5.6016, -0.9764, 1.8612], [-6.1841, -1.4775, 4.2079], [-4.3848, -2.1343, 5.8521], [-2.0358, -2.1239, 5.1312], [-0.6247, -3.6396, 3.6362], [0.8016, -4.8548, 5.2873], [2.1735, -3.5750, 6.9249], [2.5626, -1.1398, 6.4256], [1.3369, -0.0069, 4.7226], [-0.9069, 0.0594, 5.6515], [-2.1678, 2.0539, 6.5995], [-2.8692, 3.9313, 4.9761], [-2.3685, 3.6682, 2.6657], [-1.1309, 1.7252, 1.7281], [0.3044, 4.2025, -3.2342], [0.4810, 3.6651, -1.4578], [-0.5775, 4.4172, -0.0957], [2.2548, 4.0870, -1.0858], [0.3960, 1.8441, -1.5233], [0.6108, 5.2342, -3.4165], [-0.6457, 3.9632, -3.6734], [1.0687, 3.6506, -3.7711], [-0.8667, 5.4483, -0.3151], [0.0154, 4.5068, 0.8503], [-1.3876, 3.7139, 0.0308], [2.4813, 5.1633, -1.1082], [2.9285, 3.6113, -1.7961], [2.4145, 3.8080, -0.0364], [0.6358, 1.4804, -2.5491], [-0.6545, 1.5965, -1.4608], [3.4553, -0.1144, -2.7994], [4.5523, 1.5865, -3.4040], [4.3026, 2.0078, -4.7287], [5.2019, 2.9608, -5.2184], [6.3358, 3.3126, -4.4994], [6.4975, 2.8872, -3.1864], [5.5934, 2.0444, -2.5872], [3.4657, 1.5700, -5.3451], [4.9731, 3.3703, -6.1894], [7.0431, 4.0318, -4.9202], [7.3005, 3.2280, -2.5669], [5.6878, 1.6388, -1.5552]], "atomic_forces_ev_per_a": [[-0.6, 1.2, 0.0], [-0.2, -0.1, 0.3], [-1.3, 0.7, -0.8], [2.0, -1.1, 0.7], [0.3, 1.6, 0.2], [-1.4, -0.5, -0.9], [-0.7, -0.3, -0.8], [-1.5, 1.2, 0.5], [2.1, -1.6, -0.6], [1.0, -0.9, 1.7], [-0.9, 0.7, 0.7], [0.0, -0.7, -0.5], [0.9, -0.4, -0.3], [0.4, 0.2, 0.5], [0.2, 0.4, 0.3], [0.5, -0.7, -0.2], [-0.1, -0.5, -0.3], [0.8, -0.8, -0.9], [0.5, 1.7, 1.6], [-0.2, -0.8, -0.8], [1.6, 0.0, -0.4], [-2.2, -1.2, 0.5], [-1.7, -0.4, 0.6], [-0.1, 0.4, 1.0], [-0.3, 1.0, 0.0], [1.1, -0.2, 0.9], [-0.9, -0.4, 0.1], [0.0, 0.7, -1.1], [-0.4, 0.2, 1.2], [0.6, -1.6, -0.3], [-1.1, -0.1, -0.2], [0.9, -0.4, -0.6], [-0.8, -0.1, 1.4], [1.3, -0.2, -1.4], [-0.4, -0.7, -0.3], [0.3, 0.9, -0.6], [-0.1, 0.9, 0.6], [0.6, -1.2, -0.8], [1.4, -0.2, 0.1], [0.7, -0.4, 0.4], [-2.0, -0.2, 0.0], [-1.6, -0.1, 1.2], [1.0, 2.1, -3.0], [0.4, -1.6, 2.6], [0.5, 1.5, 0.0], [0.4, -1.0, 0.3], [0.1, -1.3, 1.3], [-0.1, 0.8, -0.9], [-0.4, 0.0, -1.0], [-0.2, 0.5, 0.0], [-0.9, 0.3, -1.2], [0.6, -1.1, 1.4], [0.7, -0.6, -0.1], [-0.8, 1.5, -1.3], [-0.4, -0.8, 0.7], [0.0, -0.1, -0.5], [0.4, 0.2, -0.2], [0.1, 0.8, 0.3], [0.2, 0.1, 0.2], [0.0, 0.2, -1.0], [0.1, -0.1, 0.0], [0.3, 0.0, 0.2], [-0.4, 0.3, -0.3], [0.6, 0.2, 0.0], [0.3, -0.3, 0.4], [-0.1, -0.5, 0.0], [-0.7, 0.7, 1.1], [0.3, 0.5, -0.7], [0.3, 0.1, -0.1], [0.5, 0.3, 0.5], [-0.7, 0.2, 0.4], [0.1, 0.4, -0.8], [0.0, 0.2, 0.0], [-0.1, -0.6, -0.4], [-0.3, 0.3, 0.1], [-0.3, 0.4, -1.2], [0.3, 0.1, 0.6], [0.0, 0.0, 0.0], [-0.3, 0.3, 0.6], [0.2, 0.2, -0.7], [0.0, -0.3, 0.1], [0.5, -0.3, 0.1], [-0.1, 0.1, 0.3], [0.3, 0.9, 0.0], [1.5, -0.7, -0.2], [1.0, 0.4, 0.3], [0.1, 1.0, 0.6], [-0.3, -0.3, -0.7], [-0.5, 0.3, 0.0], [-0.6, 0.1, -0.4], [0.1, -0.5, 0.0], [-0.5, -0.2, -0.1], [-0.4, -0.5, -0.7], [-0.7, 0.2, 0.3], [-0.1, 0.0, -0.1], [0.1, -0.3, 0.2], [0.4, -0.3, -0.3], [0.1, 0.4, 0.2], [-1.0, -0.1, 0.2], [-0.5, -0.5, 0.5], [-1.3, -1.3, -0.1], [0.7, 0.4, 0.8], [-0.6, -0.7, -0.4], [0.0, 0.9, 0.0], [0.2, 0.2, 0.3], [-0.7, -0.6, -0.5], [1.0, 0.7, 0.9], [0.4, 0.2, -0.3], [-0.2, -0.2, 0.1], [0.7, 0.3, 0.0], [0.0, 0.5, -0.9]], "mulliken_charge": [-0.5344, -0.7362, -0.3125, -0.3704, 0.3036, -0.4069, -0.7342, -0.8862, 0.2258, 1.3700, 0.1536, -0.8159, 0.6486, 0.5135, 0.4808, 0.5136, -0.0934, 0.3625, -0.7518, -0.8460, -1.0800, -0.4006, 0.5482, 1.9209, 0.2607, -0.2622, -0.5439, -0.4725, -0.8393, -0.1475, 0.6171, -0.7784, -0.6599, -0.5828, -0.6380, -0.6791, -0.8990, -0.3860, -0.6449, -0.9365, -0.7351, 1.4739, 1.4921, 0.6424, -1.0085, -0.6214, -0.4381, -0.8742, -0.7883, 0.9221, -0.4799, -0.5456, -0.9111, -0.3357, -0.5801, 0.4946, 0.3750, 0.3277, 0.3024, 0.1405, 0.4429, 0.3326, 0.4712, 0.3388, 0.5170, 0.4339, 0.2646, 0.4629, 0.4033, 0.6448, 0.4646, 0.3579, 0.3217, 0.5582, 0.3750, 0.2929, 0.4900, 0.6864, 0.3412, 0.3282, 0.4086, 0.3334, 0.0043, -1.2085, 0.0313, -0.9535, -0.6833, 0.9128, 0.3433, 0.3153, 0.2760, 0.5252, 0.2834, 0.0304, 0.4129, -0.0102, 0.1237, 0.2704, -0.7383, -0.1894, 0.4286, -0.5282, -0.4032, -0.6021, -0.3542, -0.4540, 0.2660, 0.3585, 0.2974, 0.3624, 0.2800]}